# 1
Entry from the Open Molecules 2025 dataset: the molecule C4H12N4 at a distorted geometry (ωB97M-V/def2-TZVPD).

Spin multiplicity: 1
Molar mass in g/mol: 116.2
Energy relative to the best compared isomer or geometry (same formula, charge and spin) in kcal per mole: 22.3
Net charge: 0
LUMO energy in eV: 0.8929
Kohn-Sham gap in Ha: 0.287
E_tot in eV: -10302.3028

The geometry in XYZ format:
```
20
Properties=species:S:1:pos:R:3:forces:R:3:nbo_charge:R:1
C -1.034498 -1.208716 1.934103 0.068 0.136 -0.150 -0.66
C -0.286274 -0.141017 1.162883 -0.247 -1.543 -1.325 0.11
N -0.161665 1.077451 1.815355 0.218 1.170 0.505 -0.83
C 0.142408 -0.394081 -0.101701 0.242 1.399 0.996 0.07
N 0.161277 -1.683327 -0.653139 0.095 -0.368 -0.492 -0.83
C 0.625350 0.734121 -1.035007 0.035 -0.810 -0.322 0.07
N -0.486938 1.416738 -1.646472 -2.040 1.151 1.556 -0.85
N 1.287944 0.210437 -2.209388 1.199 -0.976 -0.271 -0.84
H -1.671454 -0.761226 2.705902 0.212 0.004 -0.067 0.22
H -1.707182 -1.772537 1.277216 0.265 0.011 0.061 0.23
H -0.340520 -1.900632 2.418880 -0.092 -0.117 0.092 0.21
H 0.696153 1.569755 1.576557 -0.283 -0.046 0.180 0.37
H -0.243599 0.987062 2.827423 0.079 0.084 -0.494 0.37
H 0.276465 -2.403029 0.053543 0.028 0.134 -0.269 0.37
H 0.925098 -1.724615 -1.335293 -0.345 -0.270 0.425 0.39
H 1.286828 1.428426 -0.507345 0.197 -0.145 0.047 0.16
H -1.210492 1.496631 -0.928086 -0.172 0.175 -0.309 0.36
H -0.214024 2.373871 -1.845855 -0.059 0.062 -0.167 0.35
H 0.539408 -0.308509 -2.676252 0.301 0.089 -0.055 0.36
H 1.415714 1.003196 -2.833325 0.299 -0.140 0.057 0.36
```
Forces are in eV/Å.

---

# 2
Entry from the Open Molecules 2025 dataset: a cluster of 2 separate species, C4H12N4 in total at a distorted geometry (ωB97M-V/def2-TZVPD).

Spin multiplicity: 1
Molar mass in g/mol: 116.2
Energy relative to the best compared isomer or geometry (same formula, charge and spin) in kcal per mole: 69.0
Net charge: 0
LUMO energy in eV: 0.8298
Kohn-Sham gap in Ha: 0.361
E_tot in eV: -10300.2798

The geometry in XYZ format:
```
20
Properties=species:S:1:pos:R:3:forces:R:3:nbo_charge:R:1
H -1.378912 0.249031 2.408597 0.125 -0.326 -0.451 0.27
N -0.364997 0.105918 2.575286 -0.879 0.878 1.155 -0.45
N 0.265717 -0.507952 1.722952 1.168 -0.663 -0.223 0.04
N -0.223211 -0.978313 0.599144 -0.868 -0.010 -0.725 -0.25
C 0.687293 -1.783573 -0.176882 0.315 -0.185 0.305 -0.41
C -1.605649 -0.869397 0.176100 0.004 -0.014 0.472 -0.45
H 1.685336 -1.361670 -0.078040 -0.046 -0.055 -0.082 0.25
H 0.393903 -1.773719 -1.220739 -0.031 0.063 -0.133 0.20
H 0.694887 -2.813279 0.181297 0.002 -0.172 -0.067 0.19
H -2.227779 -1.663041 0.609702 -0.025 0.103 -0.045 0.20
H -2.013567 0.097561 0.482392 -0.039 -0.041 -0.072 0.20
H -1.647407 -0.938513 -0.909880 0.012 0.008 0.083 0.22
H 2.367717 1.121348 0.828587 -0.293 0.185 0.104 0.35
N 1.965495 1.035053 -0.101825 0.709 -0.174 -0.186 -0.64
C 0.862488 1.609082 -0.264427 -0.214 0.487 0.014 0.15
C 0.173216 1.563295 -1.585792 0.009 -0.050 -0.107 -0.68
H 0.345048 2.200254 0.504979 0.171 -0.143 0.114 0.15
H 0.278352 2.536832 -2.067229 -0.077 0.033 -0.094 0.23
H 0.635642 0.804093 -2.216788 -0.048 0.054 -0.018 0.23
H -0.893572 1.366990 -1.467433 0.004 0.020 -0.044 0.21
```
Forces are in eV/Å.

---

# 3
Entry from the Open Molecules 2025 dataset: a cluster of 2 separate species, C4H12N4 in total at a distorted geometry (ωB97M-V/def2-TZVPD).

Spin multiplicity: 1
Molar mass in g/mol: 116.2
Energy relative to the best compared isomer or geometry (same formula, charge and spin) in kcal per mole: 105.3
Net charge: 0
LUMO energy in eV: 0.8280
Kohn-Sham gap in Ha: 0.316
E_tot in eV: -10298.7065

The geometry in XYZ format:
```
20
Properties=species:S:1:pos:R:3:forces:R:3:nbo_charge:R:1
C -0.637177 1.302915 -0.160128 -0.024 1.098 0.129 -0.47
C -1.484105 0.278333 0.058123 1.597 1.225 1.091 0.04
C -1.520938 -0.417817 1.412963 -1.827 0.518 0.741 -0.65
C -2.322415 -0.354352 -0.982463 2.190 0.607 -1.769 -0.65
N 2.611234 -0.631560 -1.044261 1.039 -0.149 -0.525 -0.65
N 2.080288 -0.103793 -0.012470 -1.121 1.106 1.884 -0.05
N 2.683008 0.580997 0.867452 0.338 0.841 1.396 -0.15
N 4.059739 0.698285 0.752678 -0.466 -0.954 -2.486 -0.65
H -0.460340 1.924199 -1.063948 -0.647 -1.139 0.055 0.21
H -0.052210 1.801476 0.625541 -0.378 -0.694 0.250 0.21
H -1.081554 -1.397187 1.217096 -0.330 -0.325 0.402 0.22
H -2.664892 -0.522431 1.763700 2.607 -0.018 -0.709 0.22
H -0.937663 0.062217 2.244372 -0.567 -0.215 -0.971 0.23
H -2.520519 -1.345946 -0.682145 -0.822 -1.094 0.118 0.22
H -1.688946 -0.408452 -1.927306 -1.032 0.069 0.917 0.22
H -3.171337 0.261705 -1.175944 -0.912 0.029 -0.181 0.23
H 1.947588 -1.113119 -1.622217 -0.700 -0.036 0.086 0.33
H 1.058605 -0.001565 0.324409 1.293 -0.890 -1.635 0.42
H 4.279208 0.743138 -0.265103 0.205 -0.298 0.783 0.36
H 4.406616 1.526622 1.198355 -0.444 0.319 0.425 0.37
```
Forces are in eV/Å.

---

# 4
Entry from the Open Molecules 2025 dataset: the molecule C4H12N4 at a distorted geometry (ωB97M-V/def2-TZVPD).

Spin multiplicity: 1
Molar mass in g/mol: 116.2
Energy relative to the best compared isomer or geometry (same formula, charge and spin) in kcal per mole: 89.5
Net charge: 0
LUMO energy in eV: 0.8474
Kohn-Sham gap in Ha: 0.337
E_tot in eV: -10299.3926

The geometry in XYZ format:
```
20
Properties=species:S:1:pos:R:3:forces:R:3:nbo_charge:R:1
H 0.802295 2.691246 1.192076 0.396 -0.228 0.154 0.32
N 0.337170 2.036367 1.823789 -0.588 -0.001 -0.399 -0.68
C 0.477878 0.818421 1.477165 1.841 0.449 1.193 0.18
C 1.614499 0.205662 0.633709 -0.906 0.765 0.061 -0.31
N 0.963121 -0.373273 -0.538017 -2.256 0.511 0.090 -0.13
N 1.196742 -1.721376 -0.661342 -0.075 -0.519 -0.251 -0.65
N -0.527905 0.108050 -0.299651 0.989 -0.581 -0.768 -0.32
C -1.530328 -0.847921 0.126751 0.572 -0.328 -0.263 -0.44
C -0.954623 0.888608 -1.445235 0.294 -0.224 0.082 -0.41
H 0.013565 0.092536 2.144805 -0.344 -0.103 -0.166 0.15
H 2.280889 0.997476 0.284683 0.203 -0.085 0.232 0.20
H 2.155814 -0.546359 1.212776 0.079 0.110 -0.060 0.20
H 0.938570 -2.053950 -1.584512 0.005 0.053 0.259 0.36
H 0.814936 -2.314751 0.076251 -0.073 0.137 -0.115 0.33
H -1.107122 -1.534915 0.862792 -0.067 -0.024 -0.063 0.20
H -2.342516 -0.314308 0.623257 0.040 0.119 -0.061 0.22
H -1.947423 -1.423848 -0.712316 0.003 -0.087 0.108 0.18
H -0.130883 1.522967 -1.764625 -0.032 0.020 -0.016 0.22
H -1.797934 1.521764 -1.169464 -0.061 -0.016 0.097 0.21
H -1.256744 0.247605 -2.282893 -0.018 0.032 -0.115 0.17
```
Forces are in eV/Å.

---

# 5
Entry from the Open Molecules 2025 dataset: the molecule C4H12N4 at a distorted geometry (ωB97M-V/def2-TZVPD).

Spin multiplicity: 1
Molar mass in g/mol: 116.2
Energy relative to the best compared isomer or geometry (same formula, charge and spin) in kcal per mole: 153.8
Net charge: 0
LUMO energy (alpha / beta) in eV: 0.8795 / 0.8589
Kohn-Sham gap (alpha / beta) in Ha: 0.277 / 0.281
E_tot in eV: -10296.6043

The geometry in XYZ format:
```
20
Properties=species:S:1:pos:R:3:forces:R:3:nbo_charge:R:1
C 1.654475 -0.205476 1.678817 0.190 1.317 2.473 -0.47
C -0.902362 -1.308034 0.885841 2.905 0.028 3.120 -0.46
C 1.357869 0.689382 -1.653329 1.778 1.545 1.288 -0.46
C -2.209722 0.764259 -0.965937 0.364 -5.140 0.997 -0.39
N 0.771941 0.544296 0.899186 0.183 1.534 -0.205 -0.32
N -0.316626 -0.000229 0.486542 -2.391 -1.280 -0.932 -0.03
N 0.013159 0.880333 -1.707896 -3.080 1.367 -0.134 -0.28
N -0.767360 0.402416 -0.757652 -0.426 0.382 -0.777 -0.03
H 1.174895 -0.493733 2.659720 0.691 0.674 -0.205 0.18
H 1.967314 -1.156828 1.361219 0.717 -1.387 -1.360 0.18
H 2.526195 0.497506 1.781054 -0.601 -1.142 0.489 0.22
H -1.267181 -1.835647 0.047479 -0.753 -0.320 -0.724 0.22
H 0.028449 -1.911185 1.280792 -1.975 0.814 -0.679 0.21
H -1.593118 -1.192061 1.779541 0.547 -0.205 -1.331 0.21
H 1.887663 1.235343 -0.832972 -0.476 0.357 -0.429 0.22
H 1.610113 -0.255799 -1.338816 0.891 -2.956 0.015 0.17
H 1.772422 0.995108 -2.577395 0.547 -0.081 -1.027 0.20
H -2.870029 0.171218 -0.202421 1.276 0.900 -1.472 0.19
H -2.416135 1.742484 -0.829156 -0.254 3.351 0.387 0.20
H -2.421963 0.436647 -1.994616 -0.133 0.243 0.505 0.22
```
Forces are in eV/Å.

---

# 6
Entry from the Open Molecules 2025 dataset: the molecule C4H12N4 at a distorted geometry (ωB97M-V/def2-TZVPD).

Spin multiplicity: 1
Molar mass in g/mol: 116.2
Energy relative to the best compared isomer or geometry (same formula, charge and spin) in kcal per mole: 153.6
Net charge: 0
LUMO energy (alpha / beta) in eV: 0.5790 / 0.8406
Kohn-Sham gap (alpha / beta) in Ha: 0.284 / 0.304
E_tot in eV: -10296.6088

The geometry in XYZ format:
```
20
Properties=species:S:1:pos:R:3:forces:R:3:nbo_charge:R:1
C 2.337015 0.597218 0.526811 -1.129 0.044 2.281 -0.47
C 0.747984 -1.527698 -0.676971 -1.304 -1.550 -1.447 -0.45
C -0.911447 2.007392 -0.500228 -0.443 2.416 -0.307 -0.47
C -2.076417 -1.121000 0.488268 0.402 -1.244 1.045 -0.41
N 0.900462 0.401936 0.724918 -0.648 1.595 0.015 -0.27
N 0.183668 -0.527246 0.161845 2.865 1.068 0.423 -0.05
N -1.529739 0.996730 0.285501 -1.316 3.187 -0.649 -0.29
N -1.143691 -0.142777 -0.080715 -2.156 -2.699 0.202 -0.05
H 2.633738 -0.115768 1.257698 1.767 -1.151 0.131 0.21
H 2.764354 0.524231 -0.428228 0.424 -0.613 -1.459 0.19
H 2.731269 1.534394 0.997674 -1.130 -0.298 -0.600 0.21
H 1.402060 -2.155234 -0.074066 0.587 0.373 -0.324 0.22
H -0.101129 -2.209912 -0.904169 0.595 0.342 -0.175 0.21
H 1.113948 -1.181170 -1.679502 0.186 -0.165 1.100 0.21
H -1.466583 2.995148 -0.304552 0.656 -1.480 -0.652 0.20
H 0.092358 2.191474 -0.167686 0.939 0.197 0.330 0.21
H -0.795280 1.790268 -1.606325 -0.592 0.066 1.057 0.18
H -2.031069 -1.029164 1.613871 0.207 -0.381 -1.088 0.21
H -3.136867 -0.928050 0.248830 0.855 0.064 -0.516 0.23
H -1.714629 -2.100774 0.117022 -0.767 0.228 0.631 0.18
```
Forces are in eV/Å.